Record 1
Molecular formula: C5H11N
Method: DFT, the ωB97M-V functional and the def2-TZVPD basis

Last columns: bonded neighbours and bond lengths (Å).
Geometry (Å):
1 N -1.08252 -0.46962 0.35717  C2 1.441, C3 1.430, C5 1.444
2 C 0.05335 0.41692 0.32596  N1 1.441, C4 1.511, H8 1.095, H10 1.104
3 C -2.41384 0.04157 0.46770  N1 1.430, C5 1.505, H14 1.085, H15 1.105
4 C 1.25161 -0.43844 -0.01452  C2 1.511, C6 1.516, H7 1.095, H9 1.099
5 C -1.92729 -0.59522 -0.80666  N1 1.444, C3 1.505, H12 1.100, H13 1.084
6 C 2.53800 0.36256 0.04240  C4 1.516, H11 1.093, H16 1.088, H17 1.098
7 H 1.27531 -1.27486 0.69103  C4 1.095
8 H 0.18485 0.85509 1.32104  C2 1.095
9 H 1.08737 -0.87662 -1.00919  C4 1.099
10 H -0.04671 1.24258 -0.40008  C2 1.104
11 H 2.51115 1.19790 -0.66244  C6 1.093
12 H -2.12636 -1.62077 -1.15240  C5 1.100
13 H -1.82576 0.05678 -1.66658  C5 1.084
14 H -3.06422 -0.55025 1.10315  C3 1.085
15 H -2.52330 1.13679 0.56742  C3 1.105
16 H 3.38950 -0.26663 -0.20662  C6 1.088
17 H 2.71075 0.78238 1.04203  C6 1.098

Output
SMILES   CCCN1CC1
HOMO level   -8.967 eV
LUMO   1.261 eV
Relative energy (zero: lowest compared OMol25 entry of this formula, charge and spin)   138.7 kJ/mol

Löwdin population analysis, charges in e, atoms 1 to 6:
1 N -0.1562
2 C -0.2512
3 C -0.1424
4 C -0.2666
5 C -0.1461
6 C -0.1220

Record 2
Molecular formula: C2H5NS
Method: DFT, the ωB97M-V functional and the def2-TZVPD basis

Last columns: bonded neighbours and bond lengths (Å).
Geometry (Å):
1 S 0.79429 0.73441 -0.15527  C3 1.751
2 N -1.43656 -0.32803 0.26833  C4 1.254
3 C 1.90817 -0.59872 0.06764  S1 1.751, H5 1.089, H6 1.008, H8 1.165
4 C -2.31006 0.47712 -0.13311  N2 1.254, H7 1.038, H9 1.137
5 H 2.18309 -1.27538 -0.74026  C3 1.089
6 H 1.53015 -1.03409 0.89475  C3 1.008
7 H -3.34636 0.42012 -0.13931  C4 1.038
8 H 2.81381 0.05425 0.40190  C3 1.165
9 H -2.13653 1.55031 -0.46468  C4 1.137

Output
HOMO level (alpha / beta)   -8.822 / -8.822 eV
LUMO (alpha / beta)   -1.321 / -1.323 eV
Relative energy (zero: lowest compared OMol25 entry of this formula, charge and spin)   382.0 kJ/mol

Löwdin population analysis, charges in e, atoms 1 to 6:
1 S 0.6406
2 N -0.0212
3 C -0.5560
4 C -0.2332
5 H 0.0354
6 H -0.0369